No. 1
Computed, not measured: one molecule with the formula C3H3N3O, with ωB97M-V with the def2-TZVPD basis set.

Output
**Electronic energy**: -9671.950 eV
**Molar mass**: 97.08 Da
**Relative energy (zero: lowest compared OMol25 entry of this formula, charge and spin)**: 531.1 kJ/mol
**Kohn-Sham gap**: 8.40 eV
**Charge**: 0
**Spin multiplicity**: 1
**Largest force on an atom**: 0.80 eV/Å

```
10
Properties=species:S:1:pos:R:3:mulliken_charge:R:1
O 2.11 -2.34 0.02 -0.3024
N 0.17 -1.45 0.60 -0.3205
N -0.58 1.74 -0.28 0.3747
N 0.15 0.71 -0.25 -0.7345
C 1.47 -1.58 0.90 -0.0991
C -1.13 2.76 -0.30 -0.1787
C -0.48 -0.44 0.22 0.0606
H -1.66 3.67 -0.46 0.5137
H -1.58 -0.45 0.25 0.3851
H 1.53 -2.61 -0.71 0.3011
```

No. 2
Computed, not measured: one molecule with the formula C3H3N3O, with ωB97M-V with the def2-TZVPD basis set.

Output
**Electronic energy**: -9675.442 eV
**SMILES**: [H]/N=N/C=C\N=C=O
**Molar mass**: 97.08 Da
**Relative energy (zero: lowest compared OMol25 entry of this formula, charge and spin)**: 194.2 kJ/mol
**Kohn-Sham gap**: 9.22 eV
**Charge**: 0
**Spin multiplicity**: 1
**Largest force on an atom**: 0.85 eV/Å

```
10
Properties=species:S:1:pos:R:3:mulliken_charge:R:1
O 2.14 -1.91 0.43 -0.4083
N 0.44 0.92 0.09 0.2013
N -0.20 -1.82 0.01 -0.4334
N 0.58 2.16 0.04 -0.7563
C -0.88 0.50 -0.15 -0.0581
C 1.00 -1.77 0.22 0.7119
C -1.14 -0.81 -0.18 -0.2960
H 1.58 2.33 0.23 0.2641
H -1.65 1.25 -0.29 0.4039
H -2.14 -1.18 -0.35 0.3708
```

No. 3
Computed, not measured: one molecule with the formula C3H3N3O, with ωB97M-V with the def2-TZVPD basis set.

Output
**Electronic energy**: -9675.586 eV
**SMILES**: O=Cc1cnn[nH]1
**Molar mass**: 97.08 Da
**Relative energy (zero: lowest compared OMol25 entry of this formula, charge and spin)**: 180.2 kJ/mol
**Kohn-Sham gap**: 9.80 eV
**Charge**: 0
**Spin multiplicity**: 1
**Largest force on an atom**: 5.60 eV/Å

```
10
Properties=species:S:1:pos:R:3:mulliken_charge:R:1
O -1.28 -1.17 -1.68 -0.5045
N -0.65 0.62 0.17 0.2252
N 1.02 0.93 1.46 -0.2581
N -0.23 1.33 1.24 -0.5784
C 0.23 -0.21 -0.29 0.4191
C 1.29 -0.03 0.59 -0.4227
C -0.15 -1.23 -1.25 0.0309
H 2.28 -0.44 0.54 0.4116
H -1.71 0.59 -0.06 0.3503
H 0.52 -2.07 -1.36 0.3267
```

No. 4
Computed, not measured: a 2-piece molecular cluster, C3H3N3O overall, with ωB97M-V with the def2-TZVPD basis set.

Output
**Electronic energy**: -9676.575 eV
**SMILES**: N=C=CC=O.N#N
**Molar mass**: 97.08 Da
**Relative energy (zero: lowest compared OMol25 entry of this formula, charge and spin)**: 84.8 kJ/mol
**Kohn-Sham gap**: 10.25 eV
**Charge**: 0
**Spin multiplicity**: 1
**Largest force on an atom**: 2.02 eV/Å

```
10
Properties=species:S:1:pos:R:3:mulliken_charge:R:1
O -1.57 0.33 1.29 -0.4720
N -0.55 2.43 -0.72 -0.1278
N 0.50 2.10 -0.81 0.1079
N 2.14 -0.16 0.49 -0.4865
C 1.03 -0.61 0.26 0.4581
C -1.43 -0.50 0.42 -0.0076
C -0.16 -1.15 0.03 -0.4377
H 2.52 0.47 -0.22 0.3196
H -2.28 -0.83 -0.19 0.3129
H -0.20 -2.08 -0.54 0.3331
```

No. 5
Computed, not measured: one molecule with the formula C3H3N3O, with ωB97M-V with the def2-TZVPD basis set.

Output
**Electronic energy**: -9674.960 eV
**SMILES**: O=c1nccn[nH]1
**Molar mass**: 97.08 Da
**Relative energy (zero: lowest compared OMol25 entry of this formula, charge and spin)**: 240.6 kJ/mol
**Kohn-Sham gap**: 8.29 eV
**Charge**: 0
**Spin multiplicity**: 1
**Largest force on an atom**: 3.07 eV/Å

```
10
Properties=species:S:1:pos:R:3:mulliken_charge:R:1
O 0.79 1.20 2.08 -0.5444
N -0.92 0.25 0.85 0.2345
N -1.28 -0.51 -0.12 -0.5255
N 1.36 -0.21 0.31 -0.4588
C 0.92 -0.35 -0.93 0.0239
C -0.46 -0.48 -1.16 -0.1883
C 0.54 0.47 1.15 0.4595
H 1.68 -0.47 -1.73 0.3570
H -1.60 0.34 1.60 0.2925
H -1.02 -0.25 -2.05 0.3496
```

No. 6
Computed, not measured: one molecule with the formula C3H3N3O, with ωB97M-V with the def2-TZVPD basis set.

Output
**Electronic energy**: -9675.439 eV
**SMILES**: [H]/N=N/C=C\N=C=O
**Molar mass**: 97.08 Da
**Relative energy (zero: lowest compared OMol25 entry of this formula, charge and spin)**: 194.4 kJ/mol
**Kohn-Sham gap**: 9.22 eV
**Charge**: 0
**Spin multiplicity**: 1
**Largest force on an atom**: 0.88 eV/Å

```
10
Properties=species:S:1:pos:R:3:mulliken_charge:R:1
O 0.21 2.79 0.66 -0.4095
N 1.45 0.76 0.71 -0.4387
N -0.98 -0.09 -0.38 0.2057
N -1.98 -0.56 -0.94 -0.7574
C 1.20 -0.56 0.37 -0.2985
C 0.05 -1.02 -0.16 -0.0629
C 0.74 1.75 0.65 0.7203
H -2.65 0.22 -1.04 0.2639
H -0.10 -2.06 -0.42 0.4043
H 2.04 -1.23 0.54 0.3729
```

No. 7
Computed, not measured: one molecule with the formula C3H3N3O2, with ωB97M-V with the def2-TZVPD basis set.

Output
**Electronic energy**: -11721.637 eV
**SMILES**: O=COc1cnn[nH]1
**Molar mass**: 113.08 Da
**Relative energy (zero: lowest compared OMol25 entry of this formula, charge and spin)**: 416.9 kJ/mol
**Kohn-Sham gap**: 10.23 eV
**Charge**: 0
**Spin multiplicity**: 1
**Largest force on an atom**: 6.67 eV/Å

```
11
Properties=species:S:1:pos:R:3:mulliken_charge:R:1
O 0.97 -0.87 -0.06 -0.3119
O 2.49 1.01 -0.15 -0.4603
N -1.46 -0.82 -0.02 0.1859
N -2.50 -0.03 -0.17 -0.5143
N -2.04 1.10 0.08 -0.2866
C 2.26 -0.21 0.04 0.2799
C -0.29 -0.18 0.04 0.3776
C -0.62 1.11 0.00 -0.3495
H -1.72 -1.86 -0.10 0.2944
H 2.96 -1.23 0.30 0.2676
H -0.05 1.97 0.04 0.5172
```

No. 8
Computed, not measured: C3H3N3O2 as an isolated structure, with ωB97M-V with the def2-TZVPD basis set.

Output
**Electronic energy**: -11717.506 eV
**Molar mass**: 113.08 Da
**Relative energy (zero: lowest compared OMol25 entry of this formula, charge and spin)**: 815.4 kJ/mol
**Kohn-Sham gap**: 9.40 eV
**Charge**: 0
**Spin multiplicity**: 1
**Largest force on an atom**: 8.04 eV/Å

```
11
Properties=species:S:1:pos:R:3:mulliken_charge:R:1
O 2.58 0.42 -0.16 -0.5093
O -0.57 -1.20 0.06 -0.2611
N -1.10 1.64 0.01 -0.2844
N 0.52 -0.16 -0.50 -0.0186
N -2.07 0.46 -0.19 -0.3293
C -1.74 -0.73 -0.07 0.1764
C 0.14 1.22 -0.01 0.0723
C 1.73 -0.56 -0.07 0.2266
H 0.95 2.09 0.41 0.3255
H -2.54 -1.58 -0.28 0.3054
H 2.10 -1.60 0.79 0.2964
```

No. 9
Computed, not measured: one molecule with the formula C3H3N3O2, with ωB97M-V with the def2-TZVPD basis set.

Output
**Electronic energy**: -11721.001 eV
**SMILES**: O=c1nccnn1O
**Molar mass**: 113.08 Da
**Relative energy (zero: lowest compared OMol25 entry of this formula, charge and spin)**: 478.2 kJ/mol
**Kohn-Sham gap**: 8.69 eV
**Charge**: 0
**Spin multiplicity**: 1
**Largest force on an atom**: 4.18 eV/Å

```
11
Properties=species:S:1:pos:R:3:mulliken_charge:R:1
O 0.63 0.87 1.86 -0.4910
O 0.53 -1.70 1.15 -0.5653
N -0.45 -1.32 -0.94 -0.4554
N 0.38 0.61 0.53 0.7059
N -0.08 1.54 -0.24 -0.6257
C -0.67 -0.29 -1.71 0.1886
C -0.60 1.09 -1.43 -0.2216
C 0.12 -0.90 0.32 0.4247
H -1.34 -0.24 -2.68 0.2414
H -0.62 1.83 -2.22 0.3774
H 0.68 -0.07 2.35 0.4211
```

No. 10
Computed, not measured: one molecule with the formula C3H3N3O2, with ωB97M-V with the def2-TZVPD basis set.

Output
**Electronic energy**: -11721.516 eV
**SMILES**: [H]/N=N/c1c[nH]c(=O)o1
**Molar mass**: 113.08 Da
**Relative energy (zero: lowest compared OMol25 entry of this formula, charge and spin)**: 428.5 kJ/mol
**Kohn-Sham gap**: 7.79 eV
**Charge**: 0
**Spin multiplicity**: 1
**Largest force on an atom**: 7.56 eV/Å

```
11
Properties=species:S:1:pos:R:3:mulliken_charge:R:1
O 2.42 -1.04 0.01 -0.5165
O 0.09 -0.90 0.07 -0.3091
N -2.69 -0.77 -0.27 -0.4061
N 1.40 1.03 -0.15 -0.0634
N -2.05 0.35 0.29 -0.1836
C 0.06 1.40 -0.09 -0.1662
C -0.65 0.20 0.06 0.4976
C 1.44 -0.36 0.08 0.3524
H -3.71 -0.45 -0.14 0.2540
H 2.24 1.71 -0.26 0.2753
H -0.31 2.46 0.29 0.2656
```